# 1
Entry from OMol25: C5H7NO2 in the gas phase (wB97M-V/def2-TZVPD).

- frontier orbital gap (eV) = 10.694
- E_LUMO (eV) = 0.66
- total charge = 0
- spin multiplicity = 1
- energy relative to the best compared isomer or geometry (same formula, charge and spin) (kcal per mole) = 121.5

```
15
Properties=species:S:1:pos:R:3:forces:R:3
C 2.604364 -0.192633 0.147499 -1.7013 -1.0880 2.1502
C 1.068286 -0.523716 0.021670 0.4312 1.4230 0.9724
C 0.162165 0.660168 -0.059783 -2.6765 1.0654 -0.3709
O 0.321874 1.873693 0.054783 0.1223 -2.9144 -0.2646
C -1.351072 0.106977 -0.249829 2.5753 1.3193 0.2725
C -2.655642 0.692795 -0.227638 -3.4053 -1.5793 -1.6982
N -2.238399 -0.472145 0.706296 -0.0861 1.9661 1.9457
O -1.734064 -1.219633 -0.389457 0.3472 -1.2035 -1.7870
H 2.875071 -0.356043 -0.844851 1.6775 -0.0841 -1.3436
H 2.884179 -1.004850 0.847397 0.8065 0.3187 -0.8153
H 2.998524 0.749288 0.607101 -1.0910 -0.5682 -0.7165
H 0.664818 -0.965940 0.950769 0.2517 -0.1610 -0.1486
H 0.820892 -1.274230 -0.765595 0.3553 0.7388 0.4579
H -2.959846 1.666282 0.142458 0.6829 -0.1544 0.5709
H -3.461154 0.259993 -0.940822 1.7102 0.9215 0.7753
```
Forces are in eV/Å.

=====

# 2
Entry from OMol25: C5H7NO2 in the gas phase (wB97M-V/def2-TZVPD).

- frontier orbital gap (alpha / beta) (eV) = 7.201 / 7.002
- E_LUMO (alpha / beta) (eV) = 0.71 / -2.70
- total charge = 0
- spin multiplicity = 3
- energy relative to the best compared isomer or geometry (same formula, charge and spin) (kcal per mole) = 119.3
- ⟨S²⟩ = 2.016

```
15
Properties=species:S:1:pos:R:3:forces:R:3
C 1.178127 -0.486125 0.595541 -4.1389 -2.0274 -0.1223
C 2.056561 -0.887614 2.049002 -2.3346 0.8518 -1.2428
C -1.994316 0.711331 -1.159170 0.1804 -1.3021 0.6892
C 0.304781 -0.058473 -0.512740 0.6455 1.8668 1.1250
C -1.166190 -0.195100 -0.147163 0.4761 1.3458 -3.3220
N 2.478388 -0.342570 0.874941 2.8626 -1.3761 3.3071
O 2.003374 -1.099328 3.212471 0.8853 -0.0177 -0.7617
O 3.465581 0.168707 0.386267 2.8328 1.6351 -1.5073
H -2.584706 1.438160 -0.548566 0.7401 -0.1590 -0.8316
H -2.764298 0.009646 -1.586296 0.8826 1.1144 -0.4652
H -1.205236 1.174270 -1.855524 -1.9515 -0.5005 0.6312
H 0.489028 -0.529242 -1.541502 0.1492 1.0123 1.2593
H 0.520714 1.111290 -0.378963 -0.4025 -1.8524 -1.5843
H -1.347735 0.193600 0.773103 -0.2116 0.8280 2.9504
H -1.434072 -1.208550 -0.161400 -0.6155 -1.4190 -0.1251
```
Forces are in eV/Å.

=====

# 3
Entry from OMol25: C5H7NO2S2 in the gas phase (wB97M-V/def2-TZVPD).

- frontier orbital gap (eV) = 6.442
- E_LUMO (eV) = -1.11
- total charge = 0
- spin multiplicity = 1
- energy relative to the best compared isomer or geometry (same formula, charge and spin) (kcal per mole) = 72.9

```
17
Properties=species:S:1:pos:R:3:forces:R:3
O -0.893424 2.107929 -1.191981 3.7753 0.8514 0.9618
C -0.091065 1.005892 -1.113352 1.3697 0.0374 -1.0615
C 1.189551 0.763585 -1.576841 -0.9716 -0.9108 0.3292
C 1.459555 -0.628603 -1.298939 -0.7377 -0.3143 -0.2391
C 0.328020 -1.176730 -0.658716 4.5986 -0.3455 -1.5787
O 0.269247 -2.460615 -0.195498 -0.2737 -1.5351 -1.5348
N -0.554681 -0.186189 -0.626044 -5.4026 0.6659 3.4299
S -2.050292 0.013173 0.848700 2.5163 -0.6159 -2.6234
C -0.970673 -0.215920 2.195497 2.9965 1.2731 0.1067
S 0.099759 1.219159 2.871311 -0.0826 -1.6242 1.1124
H -1.758460 1.891236 -1.360505 -3.1668 -1.0135 -0.6476
H 1.869749 1.336122 -2.163350 -0.0714 0.7143 -0.1652
H 2.244397 -1.198853 -1.848122 -0.5998 0.4356 0.9732
H 0.677149 -3.106270 -0.899837 -1.2032 2.1128 1.9454
H -0.160884 -0.923684 2.016366 -0.7355 -0.5157 -0.2592
H -1.451769 -0.407179 3.092983 -1.5894 -1.0998 1.2530
H -0.206179 1.966949 1.908329 -0.4220 1.8843 -2.0020
```
Forces are in eV/Å.

=====

# 4
Entry from OMol25: C5H7NO2S2 in the gas phase (wB97M-V/def2-TZVPD).

- frontier orbital gap (eV) = 8.532
- E_LUMO (eV) = -0.57
- total charge = 0
- spin multiplicity = 1
- energy relative to the best compared isomer or geometry (same formula, charge and spin) (kcal per mole) = 8.2

```
17
Properties=species:S:1:pos:R:3:forces:R:3
C -0.114284 2.311790 -0.366612 0.0538 2.0345 -0.4917
C 0.580506 1.076823 -0.088961 0.0180 -2.2329 -0.2463
O 1.706744 0.902568 0.304347 0.3532 1.1696 -0.1994
N -0.161400 -0.113690 -0.326172 -0.8401 0.4704 0.3906
C 0.505984 -1.353248 -0.016418 0.7800 2.2189 0.0838
C 1.300460 -1.462769 1.227140 -0.7318 -2.7937 0.3816
O 0.388696 -2.224521 -0.795926 0.0471 -2.5103 -1.2287
C -1.572065 -0.117010 -0.478677 -0.0366 -0.2563 0.2863
S -2.535886 0.881604 0.376507 -0.8233 -0.4260 0.0206
S -2.316539 -1.307118 -1.513526 0.6781 0.1803 -0.0201
H -0.864500 2.385877 0.385398 -0.0817 0.5854 0.9758
H -0.757691 2.430172 -1.243085 0.5561 -0.6641 -0.3057
H 0.578697 3.137313 -0.328532 0.2443 0.2107 0.0893
H 2.370481 -1.581569 1.135517 0.0752 -0.2677 -0.6293
H 1.170567 -0.747244 1.953772 -0.5843 1.9981 1.2231
H 0.840570 -2.387942 1.663446 0.7943 0.3307 -0.1835
H -1.120341 -1.831039 -1.888224 -0.5024 -0.0476 -0.1463
```
Forces are in eV/Å.

=====

# 5
Entry from OMol25: C5H7NO4 in the gas phase (wB97M-V/def2-TZVPD).

- frontier orbital gap (alpha / beta) (eV) = 5.840 / 6.787
- E_LUMO (alpha / beta) (eV) = 0.27 / -2.19
- total charge = 0
- spin multiplicity = 3
- energy relative to the best compared isomer or geometry (same formula, charge and spin) (kcal per mole) = 20.2
- ⟨S²⟩ = 2.012

```
17
Properties=species:S:1:pos:R:3:forces:R:3
C 1.403204 0.280644 0.039881 6.0182 -3.3782 -1.5268
C 0.417570 1.138500 0.277358 -5.6079 0.3415 2.2280
C 1.251787 -1.146983 0.036815 -1.9095 2.6426 -0.1043
C -0.151259 -1.682828 -0.038756 -0.3519 -3.4846 0.1241
C -1.439086 0.113925 0.638447 1.7491 2.9077 -0.7887
N -2.270220 0.535844 -0.442795 0.4302 -1.3296 2.1323
O 0.447346 2.431337 -0.018503 -0.8051 0.5090 0.2482
O 2.251831 -1.836757 -0.067526 2.2568 -2.2985 -0.0863
O -1.190486 -1.183255 0.806374 0.4037 0.6105 0.1539
O 2.705836 0.761820 -0.081655 -2.0344 0.2762 -0.0193
H -0.454701 -1.582423 -1.065395 -0.4425 0.1399 -0.7852
H -0.223516 -2.825838 0.174317 0.7248 2.0083 -0.4251
H -1.647677 0.624155 1.539094 -0.4531 0.2466 1.0057
H -1.936010 0.001220 -1.191245 0.0484 -0.4811 -1.9783
H -2.172267 1.511514 -0.600583 0.0015 0.7723 -0.3136
H -0.226159 2.696336 0.628582 0.1857 1.1354 -0.4757
H 3.233802 0.162793 -0.634413 -0.2141 -0.6179 0.6111
```
Forces are in eV/Å.

=====

# 6
Entry from OMol25: C5H7NOS in the gas phase (wB97M-V/def2-TZVPD).

- frontier orbital gap (eV) = 8.755
- E_LUMO (eV) = 0.23
- total charge = 0
- spin multiplicity = 1
- energy relative to the best compared isomer or geometry (same formula, charge and spin) (kcal per mole) = 108.5

```
15
Properties=species:S:1:pos:R:3:forces:R:3
C -3.800565 0.087205 0.252573 -3.6998 -2.3911 1.7083
C -2.524526 -0.382889 -0.313890 3.9144 0.6210 1.1664
C -1.394157 0.348659 -0.022057 0.4819 2.1736 0.3072
C 0.072605 -0.015083 -0.177598 0.6604 -1.3430 0.1651
N 0.524996 -1.240787 -0.174778 -1.3413 1.7845 0.4470
O 1.877917 -1.371266 -0.055081 0.7195 0.3650 -1.5434
C 2.516899 -0.175194 0.433281 -0.9046 -0.4558 2.2605
S 1.388700 1.286880 -0.162589 0.4904 -2.4992 0.7115
H -4.862989 -0.255701 -0.241921 2.8807 1.1607 0.5122
H -3.983566 -0.487993 1.302057 0.7049 1.3590 -2.0896
H -3.760026 1.161078 0.481219 -0.2537 -0.4151 -0.2511
H -2.180454 -1.399057 -0.609748 -1.3118 0.5344 -0.1876
H -1.344962 1.453987 0.485080 -0.9565 -2.7250 -1.3336
H 3.648058 -0.172472 0.248459 -1.9553 0.2177 -0.3637
H 2.344907 -0.410471 1.566519 0.5710 1.6132 -1.5092
```
Forces are in eV/Å.

=====

# 7
Entry from OMol25: C5H7NOS in the gas phase (wB97M-V/def2-TZVPD).

- frontier orbital gap (eV) = 10.021
- E_LUMO (eV) = 0.64
- total charge = 0
- spin multiplicity = 1
- energy relative to the best compared isomer or geometry (same formula, charge and spin) (kcal per mole) = 62.3

```
15
Properties=species:S:1:pos:R:3:forces:R:3
O -1.778686 -0.563204 2.625651 1.1869 0.8149 -2.9235
C -1.226054 -0.338858 1.532078 -1.1626 -0.7469 2.4128
C 0.266473 -0.051825 1.459911 -0.6361 -2.2082 -2.5081
N 0.668623 0.820538 0.339261 -1.0230 0.9741 2.1853
C 1.498780 0.514692 -0.740360 1.5222 -0.0576 -1.6572
C 0.047275 0.786002 -0.951302 0.3103 1.0937 -1.1630
C -0.719046 -0.412329 -1.263991 -4.1579 0.0646 -0.7451
S -2.080815 -0.662383 -0.017415 0.2643 0.3903 0.7147
H 0.572867 -1.173035 1.462530 0.2821 1.4355 -0.7426
H 0.657891 0.280979 2.360214 0.3798 1.0504 1.7033
H 1.685240 -0.602998 -0.813451 0.7919 1.6482 -0.4123
H 2.183370 1.380107 -1.145058 -0.7254 -2.2753 1.1350
H -0.249615 1.742226 -1.454301 0.1395 -0.8168 0.9234
H -0.133499 -1.262359 -1.179451 1.0362 -1.7222 -0.2394
H -1.392805 -0.457554 -2.214313 1.7918 0.3552 1.3167
```
Forces are in eV/Å.

=====

# 8
Entry from OMol25: C5H7NOS in the gas phase (wB97M-V/def2-TZVPD).

- frontier orbital gap (eV) = 9.047
- E_LUMO (eV) = 0.41
- total charge = 0
- spin multiplicity = 1
- energy relative to the best compared isomer or geometry (same formula, charge and spin) (kcal per mole) = 55.3

```
15
Properties=species:S:1:pos:R:3:forces:R:3
O -2.861260 -1.345056 -0.111891 0.0001 -0.5329 -0.5121
C -1.789431 -0.843074 -0.072613 0.2838 2.4947 0.7134
C -0.787032 -0.083680 -1.067983 -2.9635 -0.0615 -2.4449
C -0.294038 0.698611 0.051359 2.2590 0.6010 2.6322
N 1.169658 0.971775 0.049946 1.9018 -1.6652 -0.0143
C 2.091860 -0.069177 -0.026193 0.7180 2.3729 -0.3327
S 1.999772 -1.719527 -0.035133 -0.1556 1.0024 0.0769
C -0.931459 -0.312501 1.117363 1.3026 -0.0887 1.1833
H -1.147095 0.539286 -1.963119 0.0180 -1.1815 1.2633
H -0.118836 -0.816808 -1.436011 0.9826 -0.6084 -0.2875
H -0.646956 1.695071 0.173423 -1.2314 0.5416 -0.1249
H 1.646166 1.932942 -0.015955 -1.7639 -2.0775 0.1938
H 3.090930 0.458528 -0.154894 -0.8168 -1.0719 0.2659
H -0.214648 -1.166764 1.291473 -0.3659 0.9562 -0.1932
H -1.207633 0.060367 2.200223 -0.1688 -0.6811 -2.4193
```
Forces are in eV/Å.

=====

What did we get for DFT total energy? Answer: -10878.3499, -10874.4536, -32550.3482, -32553.1517, -14971.7454, -19666.8973, -19668.9010, -19669.2059 eV, in the order shown.
What did we get for maximum force? Answer: 0.080, 0.090, 0.125, 0.057, 0.137, 0.092, 0.082, 0.075 hartree/bohr, in the order shown.